Record 1
# C4H21NO9

8 unconnected molecules or ions with the total composition C4H21NO9 (wB97M-V/def2-TZVPD, the OMol25 dataset).

## Properties
* SMILES: CCC(=O)NC=O.O.O.O.O.O.O.O
* ΔE to the lowest compared entry with this formula, charge and spin: 0.00 kJ/mol
* charge: 0

Each line ends with the Mulliken charge.
Cartesian coordinates (Å):
C1 -1.857 0.684 1.532  -1.142
C2 -1.181 0.996 0.197  -0.424
C3 -0.126 -0.011 -0.132  0.461
O1 -0.341 -0.910 -0.968  -0.772
N1 1.106 -0.041 0.464  0.154
C4 1.648 0.891 1.343  -0.156
O2 1.062 1.870 1.730  -0.640
H1 -1.169 0.713 2.375  0.298
H2 -2.601 1.449 1.761  0.374
H3 -2.358 -0.281 1.568  0.294
H4 -1.911 1.032 -0.608  0.358
H5 -0.742 1.989 0.242  0.407
H6 1.767 -0.765 0.132  0.466
H7 2.660 0.637 1.672  0.413
O3 3.207 -1.574 -0.566  -0.745
H8 3.344 -2.528 -0.469  0.310
H9 2.872 -1.463 -1.491  0.409
O4 1.709 -1.152 -2.759  -0.790
H10 1.695 -0.189 -2.880  0.397
H11 0.943 -1.278 -2.175  0.332
O5 0.551 1.605 -2.553  -0.633
H12 0.604 2.505 -2.875  0.265
H13 -0.302 1.227 -2.850  0.401
O6 1.387 3.391 4.041  -0.644
H14 0.881 4.192 3.853  0.288
H15 1.312 2.837 3.248  0.477
O7 -2.280 -2.733 -0.001  -0.712
H16 -1.641 -2.154 -0.463  0.302
H17 -3.146 -2.327 -0.160  0.315
O8 -1.684 0.210 -3.086  -0.722
H18 -1.417 -0.376 -2.349  0.324
H19 -1.616 -0.369 -3.860  0.308
O9 -0.845 -2.790 2.412  -0.641
H20 -0.109 -2.328 2.034  0.285
H21 -1.421 -2.961 1.642  0.384


Record 2
# C4H21NO9

8 unconnected molecules or ions with the total composition C4H21NO9 (wB97M-V/def2-TZVPD, the OMol25 dataset).

## Properties
* SMILES: O=CCCNC=O.O.O.O.O.O.O.O
* ΔE to the lowest compared entry with this formula, charge and spin: 330.49 kJ/mol
* charge: 0

Each line ends with the Mulliken charge.
Cartesian coordinates (Å):
O1 -1.015 1.498 -1.255  -0.424
C1 -0.972 2.095 -0.219  -0.241
C2 -0.144 1.610 0.948  -0.505
C3 0.843 0.385 0.813  -0.521
N1 0.250 -0.870 0.387  0.226
C4 -1.113 -1.089 0.233  0.467
O2 -1.507 -2.022 -0.445  -0.741
H1 -1.487 3.005 0.160  0.450
H2 0.701 2.339 1.331  0.359
H3 -0.893 1.355 1.773  0.386
H4 1.694 0.489 0.133  0.139
H5 1.239 0.274 1.877  0.215
H6 0.729 -1.309 -0.404  0.197
H7 -1.846 -0.356 0.716  -0.107
O3 -3.366 0.767 0.460  -0.515
H8 -4.233 0.805 0.887  0.270
H9 -3.303 1.609 0.013  0.265
O4 3.320 1.461 2.006  -0.641
H10 3.147 1.850 1.002  0.353
H11 4.179 1.098 1.742  0.308
O5 1.970 -2.889 1.334  -0.630
H12 1.771 -2.518 0.442  0.330
H13 1.693 -2.180 1.952  0.320
O6 2.369 -0.938 -2.183  -0.643
H14 2.817 -0.987 -3.014  0.271
H15 1.438 -1.220 -2.270  0.438
O7 -0.377 -1.878 -2.864  -0.727
H16 -1.009 -1.173 -3.142  0.340
H17 -0.750 -2.001 -1.979  0.355
O8 -3.700 -1.278 2.028  -0.646
H18 -4.095 -1.997 2.491  0.300
H19 -3.404 -1.475 1.153  0.330
O9 1.718 1.996 -1.678  -0.586
H20 1.985 1.115 -1.953  0.334
H21 1.348 2.431 -2.476  0.273


Record 3
# C4H22N2O7S

7 unconnected molecules or ions with the total composition C4H22N2O7S (wB97M-V/def2-TZVPD, the OMol25 dataset).

## Properties
* SMILES: CNC(=O)[C@@H](N)CS.O.O.O.O.O.O
* ΔE to the lowest compared entry with this formula, charge and spin: 168.14 kJ/mol
* charge: 0

Each line ends with the Mulliken charge.
Cartesian coordinates (Å):
C1 1.740 -3.155 0.014  -0.919
N1 0.680 -2.397 -0.619  -0.061
C2 0.706 -1.082 -0.906  0.072
O1 -0.133 -0.663 -1.728  -0.610
C3 1.538 -0.090 -0.081  0.602
N2 2.913 -0.335 -0.564  -0.612
C4 1.035 1.346 -0.191  -0.504
S1 1.527 2.300 1.262  -0.155
H1 2.247 -3.787 -0.726  0.303
H2 1.311 -3.917 0.672  0.307
H3 2.474 -2.573 0.550  0.328
H4 -0.066 -2.935 -1.013  0.336
H5 1.343 -0.427 0.942  0.109
H6 2.914 -0.080 -1.544  0.299
H7 3.544 0.317 -0.102  0.277
H8 1.511 1.921 -0.989  0.256
H9 -0.006 1.325 -0.494  -0.115
H10 0.703 1.897 2.240  0.092
O2 -1.873 2.675 -1.407  -0.628
H11 -2.511 2.884 -2.103  0.304
H12 -2.487 2.581 -0.665  0.316
O3 -2.550 -1.449 0.958  -0.701
H13 -2.810 -0.687 0.463  0.445
H14 -1.784 -1.740 0.457  0.305
O4 -1.247 0.876 -3.720  -0.582
H15 -0.497 0.515 -3.203  0.333
H16 -0.684 1.371 -4.331  0.328
O5 0.728 -1.543 3.041  -0.606
H17 -0.003 -0.945 2.821  0.318
H18 0.299 -2.114 3.685  0.289
O6 -1.694 0.541 3.210  -0.608
H19 -2.282 0.286 2.480  0.285
H20 -2.317 0.226 3.885  0.301
O7 -2.862 0.227 -1.183  -0.704
H21 -2.064 0.713 -1.506  0.169
H22 -2.822 -0.323 -1.987  0.430


Record 4
# C4H22N2O8

7 unconnected molecules or ions with the total composition C4H22N2O8 (wB97M-V/def2-TZVPD, the OMol25 dataset).

## Properties
* SMILES: C[C@H](CO)NC(N)=O.O.O.O.O.O.O
* ΔE to the lowest compared entry with this formula, charge and spin: 252.96 kJ/mol
* charge: 0

Each line ends with the Mulliken charge.
Cartesian coordinates (Å):
C1 -2.397 -0.816 1.350  -1.546
C2 -1.786 -0.156 0.081  0.685
C3 -2.001 -1.124 -1.102  -0.407
O1 -0.852 -1.952 -1.214  -0.476
N1 -0.415 0.248 0.265  0.409
C4 -0.006 1.192 1.225  0.044
N2 1.245 0.880 1.813  -0.215
O2 -0.649 2.163 1.519  -0.591
H1 -1.646 -1.432 1.871  0.309
H2 -2.683 -0.167 2.168  0.400
H3 -3.168 -1.509 0.971  0.350
H4 -2.530 0.643 -0.088  0.190
H5 -2.771 -1.893 -0.878  0.274
H6 -2.195 -0.647 -2.079  0.260
H7 -0.016 -1.478 -1.076  -0.024
H8 0.283 -0.461 0.151  0.131
H9 1.495 1.221 2.723  0.234
H10 1.688 0.049 1.405  0.057
O3 -2.182 3.169 -1.221  -0.643
H11 -1.408 2.648 -1.316  0.332
H12 -2.271 3.963 -0.757  0.295
O4 1.692 3.595 -0.517  -0.601
H13 2.649 3.620 -0.446  0.281
H14 1.402 3.139 0.279  0.325
O5 1.649 1.113 -0.810  -0.490
H15 2.311 1.010 -0.122  0.312
H16 2.047 0.912 -1.660  0.222
O6 0.550 -4.130 0.580  -0.734
H17 0.926 -3.889 -0.280  0.370
H18 -0.396 -3.994 0.437  0.349
O7 1.696 -1.841 -1.836  -0.545
H19 2.571 -1.470 -1.729  0.268
H20 1.229 -1.630 -2.639  0.278
O8 1.886 -1.798 0.638  -0.589
H21 2.440 -2.103 1.355  0.239
H22 1.137 -2.391 0.452  0.248


Record 5
# C4H22N4O7

7 unconnected molecules or ions with the total composition C4H22N4O7 (wB97M-V/def2-TZVPD, the OMol25 dataset).

## Properties
* SMILES: NC(N)=O.NC(N)=O.CO.CO.O.O.O
* DFT total energy: -24799.17558 eV
* charge: 0

Each line ends with the Mulliken charge.
Cartesian coordinates (Å):
N1 -10.856 1.893 3.844  -0.326
C1 -10.501 1.702 5.144  0.644
N2 -11.641 1.684 6.020  -0.379
O1 -9.357 1.904 5.506  -0.675
H1 -11.807 1.937 3.566  0.183
H2 -10.097 1.875 3.141  0.210
H3 -11.443 1.442 6.978  0.168
H4 -12.481 1.232 5.703  0.254
N3 -9.674 4.462 6.908  -0.244
C2 -10.761 4.752 7.738  0.567
N4 -10.983 3.999 8.880  -0.334
O2 -11.493 5.760 7.513  -0.749
H5 -9.670 5.045 6.031  0.356
H6 -9.305 3.540 6.711  0.060
H7 -10.533 3.097 9.080  0.213
H8 -11.780 4.222 9.476  0.218
C3 -10.233 -0.200 8.667  -0.693
O3 -9.969 1.172 8.428  -0.459
H9 -10.640 -0.295 9.673  0.249
H10 -10.879 -0.657 7.937  0.307
H11 -9.280 -0.761 8.717  0.273
H12 -9.379 1.270 7.643  0.278
C4 -11.234 5.071 1.864  -0.297
O4 -10.854 6.195 2.564  -0.506
H13 -10.357 4.638 1.313  0.139
H14 -11.518 4.227 2.502  0.018
H15 -12.007 5.392 1.204  0.325
H16 -10.702 5.986 3.496  0.320
O5 -10.372 6.662 5.446  -0.760
H17 -10.981 6.400 6.228  0.416
H18 -9.869 7.450 5.643  0.221
O6 -8.309 2.673 2.400  -0.670
H19 -7.846 2.555 3.216  0.361
H20 -8.093 3.570 2.118  0.300
O7 -7.212 3.804 5.041  -0.647
H21 -7.797 3.548 5.740  0.372
H22 -7.601 4.595 4.785  0.285


Record 6
# C4H22O9

8 unconnected molecules or ions with the total composition C4H22O9 (wB97M-V/def2-TZVPD, the OMol25 dataset).

## Properties
* ΔE to the lowest compared entry with this formula, charge and spin: 0.00 kJ/mol
* charge: -2

Each line ends with the Mulliken charge.
Cartesian coordinates (Å):
C1 1.521 1.062 0.872  -0.566
O1 1.907 0.076 -0.100  -0.793
C2 0.868 0.490 2.169  -0.066
C3 -0.631 0.669 2.236  -0.533
C4 -1.377 -0.663 1.852  -0.585
O2 -2.752 -0.458 1.660  -0.622
H1 2.407 1.695 1.031  0.305
H2 0.734 1.624 0.344  0.332
H3 1.401 1.010 2.982  0.319
H4 1.170 -0.555 2.230  0.178
H5 -1.104 1.074 3.135  0.358
H6 -0.915 1.292 1.387  0.033
H7 -1.217 -1.318 2.714  0.378
H8 -0.861 -0.952 0.928  0.294
H9 -2.416 -0.501 -1.983  0.382
H10 -1.513 -1.383 -2.769  0.367
O3 -2.345 -0.888 -2.912  -0.743
H11 1.080 -2.691 -0.424  0.331
H12 1.766 -1.890 0.721  0.209
O4 1.429 -2.763 0.467  -0.745
H13 -3.818 0.880 -0.586  0.136
H14 -2.761 -0.138 0.696  0.454
O5 -2.904 0.569 -0.720  -1.079
H15 3.582 -1.258 1.980  0.329
H16 3.124 -0.577 0.676  0.224
O6 3.985 -0.746 1.258  -0.693
H17 0.656 1.401 -2.365  0.353
H18 1.826 0.834 -1.505  0.383
O7 1.617 1.288 -2.389  -0.818
H19 -2.301 1.570 -3.047  0.299
H20 -2.571 1.707 -1.601  0.448
O8 -2.295 2.319 -2.436  -0.796
H21 0.846 -0.913 -1.400  0.261
H22 1.088 -0.557 -2.815  0.414
O9 0.775 -1.309 -2.288  -0.747


Computed max |F|, in the same sequence as the records: 0.88 4.91 2.48 3.77 3.63 2.24 eV/A.